No. 1
Here is a 2-piece molecular cluster, C6H8F3N2O overall at a distorted geometry from the Open Molecules 2025 dataset. Energies are from ωB97M-V/def2-TZVPD.

Values from the calculation:
- Energy above the lowest of the compared OMol25 structures with the same formula, charge and spin: 4.765 eV
- Strongest force on any atom: 5.424 eV Å⁻¹
- Gap between HOMO and LUMO (spin up / spin down): 7.41 / 9.17 eV
- E: -19518.5382 eV
- Total charge: +1

XYZ file:
```
20
Properties=species:S:1:pos:R:3:forces:R:3:mulliken_charge:R:1
C -1.519 0.291 -2.016 3.1 -0.4 2.5 -0.63
C -0.271 -0.115 -1.673 -1.4 -0.2 -0.8 -0.14
C -2.045 1.202 -0.966 -0.1 1.2 -0.3 0.46
C 1.387 1.226 -0.339 -1.8 3.3 0.6 -0.81
C 0.313 -0.690 0.648 -4.1 2.3 2.7 -0.78
C 1.086 -2.379 -2.686 -0.8 -1.1 -0.3 0.71
N -1.035 1.224 -0.003 0.3 1.0 1.5 -0.52
N 0.106 0.444 -0.338 -0.5 -0.5 0.0 0.63
O -3.033 1.891 -0.930 0.9 -1.0 0.0 -0.51
F 1.544 -2.434 -3.906 -0.7 0.7 0.6 -0.15
F 2.047 -2.485 -1.831 0.0 0.3 0.5 -0.14
F 0.115 -3.262 -2.482 0.8 1.2 -0.1 -0.13
H -2.095 0.011 -2.803 -1.3 -0.8 -2.3 0.53
H 1.472 1.660 0.675 0.5 -1.1 0.0 0.41
H 2.205 0.596 -0.649 0.2 0.3 -0.3 0.31
H 1.145 2.239 -0.822 0.8 -1.9 -0.6 0.38
H 1.248 -0.947 0.447 3.9 -2.1 -0.5 0.46
H 0.213 -0.310 1.737 0.4 -0.2 -2.0 0.29
H -0.479 -1.420 0.571 0.1 -0.3 -0.5 0.35
H -0.879 2.021 0.640 -0.2 -0.8 -0.6 0.28
```
Forces are in eV/Å.



No. 2
Here is C5H11NP as an isolated structure at a distorted geometry from the Open Molecules 2025 dataset. Energies are from ωB97M-V/def2-TZVPD.

Values from the calculation:
- Energy above the lowest of the compared OMol25 structures with the same formula, charge and spin: 6.170 eV
- Strongest force on any atom: 5.228 eV Å⁻¹
- Gap between HOMO and LUMO (spin up / spin down): 3.04 / 3.03 eV
- E: -16128.1777 eV
- Total charge: +1

XYZ file:
```
18
Properties=species:S:1:pos:R:3:forces:R:3:mulliken_charge:R:1
C 4.220 -0.403 -0.038 -1.2 -4.3 -2.7 -0.40
C 3.292 0.357 0.477 -1.4 2.5 2.6 -0.19
C 1.924 0.099 0.429 0.5 0.9 -1.3 0.42
C 0.669 0.131 0.182 2.2 -0.4 1.0 -0.32
C -2.459 -0.711 -0.591 -2.1 4.8 -0.5 -0.32
N -2.130 -1.953 -0.395 -1.6 -4.4 2.3 -0.38
P -3.671 0.317 0.367 1.8 -2.9 -0.7 -0.08
H 5.173 -0.066 -0.126 2.9 0.9 0.1 0.32
H 4.035 -1.389 -0.571 0.0 1.3 0.9 0.28
H 3.687 1.279 0.989 -1.0 -0.7 -0.5 0.29
H -2.449 2.269 -0.700 2.3 0.1 -1.0 0.01
H 0.299 0.567 -0.704 -0.5 0.5 -1.0 0.23
H -1.920 -0.185 -1.488 -1.0 -1.1 1.5 0.34
H -2.793 -2.671 0.118 1.6 2.6 -1.0 0.28
H -1.628 -2.492 -1.054 0.8 0.0 -0.9 0.25
H 0.048 -0.302 0.907 -1.4 -0.6 0.9 0.33
H -1.711 2.283 -1.062 -1.8 0.2 0.8 -0.04
H -3.859 1.114 -0.738 0.0 0.7 -0.5 -0.02
```
Forces are in eV/Å.



No. 3
Here is a 2-piece molecular cluster, C4H5NO overall at a distorted geometry from the Open Molecules 2025 dataset. Energies are from ωB97M-V/def2-TZVPD.

Values from the calculation:
- Energy above the lowest of the compared OMol25 structures with the same formula, charge and spin: 6.558 eV
- Strongest force on any atom: 3.820 eV Å⁻¹
- Gap between HOMO and LUMO: 6.27 eV
- E: -7759.9689 eV
- Total charge: 0

XYZ file:
```
11
Properties=species:S:1:pos:R:3:forces:R:3:mulliken_charge:R:1
C -3.736 -0.450 -0.190 3.6 0.7 1.1 -0.44
C -2.573 -0.054 0.054 -3.4 0.2 -1.2 0.28
C 0.984 0.245 -0.089 -0.5 -1.0 -0.1 0.27
C 2.439 -0.069 0.064 -2.1 -0.9 2.4 -1.07
N 0.176 -0.368 0.630 -1.7 1.3 -0.7 -0.32
O -1.631 0.746 0.132 2.6 -1.4 0.8 -0.51
H -4.606 -0.938 -0.469 -1.0 -0.5 -0.2 0.38
H 0.701 1.038 -0.760 -0.3 0.4 -0.2 0.41
H 3.026 0.063 -0.752 1.5 -0.2 -2.6 0.36
H 2.584 -0.949 0.688 0.2 -0.2 -0.5 0.31
H 2.635 0.735 0.693 1.2 1.7 1.4 0.33
```
Forces are in eV/Å.



No. 4
Here is a 12-piece molecular cluster, C35H58F6N2O15P overall at a distorted geometry from the Open Molecules 2025 dataset. Energies are from ωB97M-V/def2-TZVPD.

Values from the calculation:
- Strongest force on any atom: 3.094 eV Å⁻¹
- Gap between HOMO and LUMO: 8.40 eV
- E: -96530.8524 eV
- Total charge: -1

XYZ file:
```
117
Properties=species:S:1:pos:R:3:forces:R:3:mulliken_charge:R:1
P -0.123 0.272 -0.111 -1.3 -0.6 -0.2 2.05
F 1.215 1.118 0.146 0.0 0.7 0.6 -0.05
F -0.395 0.153 1.499 0.7 -0.2 -0.6 -0.07
F -1.063 1.635 -0.122 1.2 -0.4 -0.1 -0.25
F -1.507 -0.534 -0.345 0.7 -0.6 -0.4 -0.51
F 0.162 0.372 -1.695 -0.8 0.6 -0.7 -0.78
F 0.796 -1.083 -0.197 -0.9 0.2 1.1 -0.22
O -2.087 -6.696 2.587 0.6 1.2 -0.5 -0.65
C -1.720 -5.583 2.243 -1.1 -1.7 2.3 0.43
O -1.558 -5.281 0.967 0.1 0.3 -1.0 -0.39
C -1.128 -3.925 0.772 0.5 0.5 1.4 0.38
C -1.362 -3.267 2.170 0.1 1.2 -0.5 0.69
C -1.493 -4.384 3.196 -0.2 0.0 -1.8 -0.51
H -1.696 -3.415 -0.004 -0.1 -0.3 0.0 -0.40
H -0.079 -3.925 0.475 0.0 -0.1 0.0 0.20
H -2.275 -2.679 2.075 -0.2 -0.2 0.2 -0.21
H -0.611 -2.540 2.479 0.2 -0.1 -0.4 -0.27
H -2.370 -4.198 3.812 0.1 -0.5 0.1 0.29
H -0.596 -4.493 3.803 -0.1 -0.3 0.0 0.31
O 0.593 6.650 -0.930 -1.0 -1.4 -0.9 -0.66
C 0.094 5.617 -1.354 1.3 1.9 2.0 0.23
O -1.222 5.467 -1.549 -0.2 0.2 -0.1 -0.39
C -1.461 4.128 -1.969 -0.1 -0.7 -1.5 0.21
C -0.116 3.680 -2.575 0.0 -1.6 0.7 0.10
C 0.829 4.320 -1.600 0.5 1.5 -0.4 0.83
H -2.196 4.100 -2.775 -0.3 0.4 0.2 0.35
H -1.833 3.519 -1.148 0.3 0.0 0.1 -0.13
H 0.018 4.003 -3.607 -0.1 0.4 0.1 0.40
H 0.018 2.598 -2.579 -0.3 0.0 0.0 -0.40
H 1.814 4.642 -1.937 0.1 -0.5 -0.2 0.37
H 0.953 3.821 -0.639 -0.2 -0.3 -0.1 -0.72
O -4.588 -3.178 0.988 0.2 0.4 -0.6 -0.57
C -4.670 -3.526 -0.166 0.5 0.3 1.6 0.36
O -5.042 -4.774 -0.412 -0.6 -1.5 -0.8 -0.41
C -5.158 -5.084 -1.806 0.2 0.5 -0.7 -0.52
C -4.545 -3.871 -2.538 0.3 0.5 0.8 -0.58
C -4.458 -2.751 -1.425 -0.4 -0.9 -1.4 1.07
H -6.183 -5.315 -2.098 -0.3 0.4 0.4 0.22
H -4.605 -5.986 -2.068 0.2 0.0 0.5 0.35
H -5.093 -3.535 -3.417 0.0 -0.2 0.0 0.38
H -3.539 -4.179 -2.819 0.1 0.4 -0.2 0.11
H -5.311 -2.072 -1.470 0.1 0.2 -0.2 0.33
H -3.531 -2.185 -1.504 0.0 0.0 0.4 -0.70
O 6.378 2.455 3.497 0.2 -0.1 -0.3 -0.63
C 5.401 2.388 2.808 -0.3 0.0 2.1 0.47
O 4.160 2.467 3.401 0.8 -0.3 0.5 -0.43
C 3.135 2.467 2.440 -0.1 0.4 -1.1 0.75
C 3.861 2.901 1.159 -0.4 -0.6 -1.0 0.32
C 5.273 2.317 1.341 -1.3 1.0 -0.4 0.11
H 2.310 3.105 2.752 0.3 0.2 0.1 -0.10
H 2.715 1.472 2.277 0.2 -0.2 0.3 -0.39
H 3.909 3.965 0.929 -0.2 0.1 0.5 0.45
H 3.395 2.401 0.308 -0.1 0.3 -0.1 -0.65
H 6.006 3.002 0.922 0.3 -0.7 -0.4 0.42
H 5.217 1.294 0.971 0.8 0.0 0.0 -0.37
O -2.989 0.945 -5.914 -0.2 0.2 1.2 -0.65
C -3.411 0.903 -4.779 1.0 -0.6 -0.4 0.40
O -4.722 0.860 -4.526 -1.6 0.9 -1.1 -0.42
C -5.092 0.605 -3.165 2.2 -0.6 -0.2 -0.31
C -3.775 0.929 -2.453 -0.1 -0.1 1.5 0.39
C -2.670 0.749 -3.432 0.3 0.1 -1.6 1.61
H -5.319 -0.460 -3.208 -0.5 0.1 0.7 0.15
H -5.840 1.268 -2.736 -0.5 -0.3 -0.7 0.38
H -3.568 0.303 -1.586 -0.4 0.4 0.3 -0.49
H -3.877 1.978 -2.174 0.3 0.0 0.4 0.27
H -2.207 -0.238 -3.392 -0.3 -0.2 -0.1 -0.84
H -1.825 1.432 -3.360 -0.2 0.2 0.0 -0.48
O 5.585 -1.825 4.040 -0.9 -0.2 -0.8 -0.65
C 5.179 -1.858 2.898 1.7 0.5 1.7 0.36
O 3.981 -1.384 2.526 -0.2 0.2 0.2 -0.24
C 3.825 -1.394 1.103 -0.1 -0.6 -0.3 0.90
C 5.193 -1.708 0.536 1.7 -1.3 -0.3 -0.62
C 5.998 -2.313 1.720 -1.0 0.1 -0.2 -0.51
H 3.387 -0.458 0.756 0.1 0.1 0.2 -0.65
H 3.129 -2.192 0.842 -0.2 0.1 0.1 0.20
H 5.732 -0.888 0.064 -0.3 0.1 0.1 0.24
H 5.195 -2.561 -0.142 -0.6 0.6 -0.7 0.44
H 7.058 -2.095 1.823 -0.2 0.5 0.0 0.28
H 5.958 -3.404 1.703 -0.2 -0.1 0.0 0.30
C 0.943 -0.523 4.282 0.0 0.9 0.4 -0.26
O -0.462 -0.559 4.144 -0.5 -0.3 0.3 -0.70
H 1.288 0.493 4.072 0.4 -0.1 -0.4 -0.04
H 1.185 -0.629 5.340 -0.1 -0.5 0.0 0.43
H 1.449 -1.268 3.668 0.1 0.0 0.1 0.08
H -0.680 -0.284 3.250 0.0 -0.1 0.0 0.26
C -4.041 -0.044 1.528 -0.1 -0.5 -0.2 -0.35
O -4.748 1.165 1.149 1.0 -0.8 0.3 -0.61
H -3.228 0.139 2.232 -0.2 0.2 0.3 0.23
H -4.727 -0.791 1.925 -0.2 0.3 0.3 0.42
H -3.545 -0.577 0.715 -0.2 0.4 -0.5 -0.09
H -4.099 1.844 1.355 -0.3 0.4 -0.2 0.33
C -0.585 -2.652 -3.999 1.1 1.2 -1.2 -0.93
O -0.834 -2.374 -2.655 -0.9 -0.9 0.6 -0.14
H -1.069 -1.978 -4.713 -0.7 0.0 0.2 0.33
H 0.463 -2.447 -4.241 0.3 -0.4 0.1 0.29
H -0.814 -3.669 -4.313 -0.2 -0.1 0.6 0.30
H -0.706 -1.453 -2.413 0.3 0.1 -0.3 -0.13
N -0.169 2.785 2.732 0.0 -0.4 -1.2 0.99
C -0.042 4.056 2.217 -0.7 -0.5 -0.1 -0.66
C -0.429 4.930 3.200 1.4 0.5 -1.4 -0.46
C -0.725 4.163 4.306 -0.4 -0.2 2.5 -0.84
C -0.581 2.824 4.019 -0.3 0.9 0.0 -0.62
H -0.138 1.935 2.188 0.1 0.2 0.0 -0.28
H 0.128 4.269 1.175 0.3 -0.3 0.1 0.28
H -0.249 5.988 3.081 -0.5 0.1 0.3 0.41
H -0.937 4.556 5.290 -0.2 -0.1 0.0 0.39
H -0.825 1.948 4.598 0.2 -0.1 -0.1 0.55
N 2.992 0.669 -2.002 0.3 -1.3 0.2 0.82
C 3.192 -0.615 -2.419 0.5 -0.4 -0.9 -0.56
C 4.341 -0.636 -3.225 -1.2 -0.1 0.6 -0.96
C 4.830 0.685 -3.253 0.7 0.1 0.3 -0.73
C 4.023 1.423 -2.438 -0.5 1.6 0.3 -0.55
H 2.237 0.936 -1.389 0.3 0.1 -0.2 -0.36
H 2.479 -1.379 -2.149 0.1 -0.1 -0.1 0.56
H 4.764 -1.472 -3.759 -0.2 -0.1 0.1 0.47
H 5.727 1.039 -3.736 -0.1 0.0 0.0 0.41
H 4.029 2.437 -2.063 0.4 0.1 -0.5 0.45
```
Forces are in eV/Å.